(1)
The following is a DFT calculation (ωB97M-V with the def2-TZVPD basis set) of a 2-piece molecular cluster, C2H2N2OS overall at a distorted geometry.

Output
frontier orbital gap = 0.3268 Ha
energy relative to the best compared isomer or geometry (same formula, charge and spin) = 219.3 kJ/mol
SMILES = C#[N+][S-].N=C=O
DFT total energy = -17966.703 eV
LUMO energy = -0.10 eV
charge = 0

Geometry as XYZ:
```
8
C2H2N2OS, DFT ωB97M-V with the def2-TZVPD basis set
S 2.4715 -0.2496 -0.8636
O -1.6547 0.2457 -1.2813
N 1.3904 0.5468 -0.1512
N -0.9643 -1.4691 0.1847
C 0.5219 1.0147 0.4155
C -1.2056 -0.4907 -0.5056
H 0.2152 1.8560 1.0286
H -0.7743 -1.4538 1.1729
```

Partial atomic charges computed with the Mulliken method, in multiples of e:
1 S -0.16
2 O -0.39
3 N 0.05
4 N -0.51
5 C -0.24
6 C 0.62
7 H 0.35
8 H 0.29


(2)
The following is a DFT calculation (ωB97M-V with the def2-TZVPD basis set) of C32H32AuBrFIN4O4 as an isolated structure at a distorted geometry.

Output
frontier orbital gap (alpha / beta) = 0.1473 / 0.1473 Ha
energy relative to the best compared isomer or geometry (same formula, charge and spin) = 106.4 kJ/mol
DFT total energy = -132391.412 eV
LUMO energy (alpha / beta) = -9.45 / -9.45 eV
charge = +2

Geometry as XYZ:
```
76
C32H32AuBrFIN4O4, DFT ωB97M-V with the def2-TZVPD basis set
Au 0.3910 -0.5590 -0.6630
I 0.9938 1.6811 -2.3837
Br -2.4839 2.2914 -2.6925
F -5.9378 -1.0841 2.0914
O -0.8611 -2.3081 -1.6719
O -1.7440 -0.5283 -0.7485
O -6.6733 1.2693 0.7715
O -4.3509 -0.0506 -2.9136
N 0.6286 -0.5632 1.5300
N -5.5934 0.5286 -1.0939
N 2.4118 -1.0108 -0.3772
N -4.3338 -1.4262 -1.0990
C -0.4771 -0.3940 2.3654
C -1.8692 -1.6626 -1.3520
C 4.2195 -1.3895 1.2136
C 0.0179 3.4891 -1.8952
C 3.2144 -1.2057 -1.5257
C -2.2193 0.9833 3.2484
C 4.3551 1.0587 -1.1016
C -5.5300 -0.8150 0.8522
C 3.8243 -2.5486 -3.4040
C -1.9116 -1.2696 4.0599
C -0.8604 -1.4771 3.1876
C -1.1758 0.8328 2.3537
C 4.8979 -0.4261 -3.0318
C 4.1397 -0.2072 -1.8920
C -3.2583 -2.1841 -1.7004
C 2.1097 -3.4759 -1.8247
C 2.3121 -0.4175 3.2899
C -6.0063 0.4233 0.2389
C -2.5752 -0.0488 4.1059
C -1.3442 3.6736 -2.1048
C 2.8325 -1.0139 0.8334
C -1.8946 4.9213 -1.8466
C 4.7387 -1.5777 -3.7878
C 3.0503 -2.3927 -2.2669
C -1.0980 5.9536 -1.3760
C 1.8489 -0.6662 1.8968
C -0.7836 1.9511 1.4281
C 0.2581 5.7534 -1.1631
C -4.7204 -1.6531 0.2029
C 0.8224 4.5161 -1.4236
C -0.1543 -2.8037 3.1235
C -4.7405 -0.2873 -1.7922
H -5.9217 1.3444 -1.5954
H 1.0722 -3.2026 -2.0159
H 3.7152 -3.4508 -3.9913
H 0.2999 2.0429 1.3287
H 0.8840 6.5595 -0.8065
H 1.8835 4.3644 -1.2774
H 2.7770 -1.3062 3.7207
H -2.9483 5.0804 -2.0289
H 4.7244 -0.5370 1.6749
H 5.3326 1.0441 -0.6145
H -1.2102 1.7773 0.4347
H -3.3913 0.0874 4.8001
H 5.3405 -1.7252 -4.6743
H 3.5985 1.2292 -0.3372
H 5.6313 0.3153 -3.3224
H 4.7951 -1.7158 0.3524
H -4.3756 -2.5640 0.6748
H 2.2020 -3.6859 -0.7564
H -2.2106 -2.0679 4.7270
H 0.7887 -2.7873 3.6757
H -2.7563 1.9232 3.2825
H 0.0626 -3.0994 2.0945
H 1.4862 -0.1077 3.9244
H -3.3228 -3.2355 -1.4261
H -1.1764 2.8983 1.7911
H -0.7757 -3.5766 3.5694
H 4.1948 -2.1918 1.9539
H 4.3456 1.9149 -1.7741
H 3.0704 0.3693 3.2815
H 2.3124 -4.3947 -2.3689
H -1.5413 6.9195 -1.1765
H -3.3562 -2.1014 -2.7819
```

Partial atomic charges computed with the Mulliken method, in multiples of e:
1 Au 1.24
2 I 0.26
3 Br -0.06
4 F -0.36
5 O -0.61
6 O -0.83
7 O -0.57
8 O -0.62
9 N 0.10
10 N -0.02
11 N 0.33
12 N 0.13
13 C -0.77
14 C 0.73
15 C -1.88
16 C 0.24
17 C -0.43
18 C -1.13
19 C -1.74
20 C 0.23
21 C -0.97
22 C -0.94
23 C 1.60
24 C 1.34
25 C -0.88
26 C 1.61
27 C -1.34
28 C -1.34
29 C -1.83
30 C 0.31
31 C -0.91
32 C 0.38
33 C 1.10
34 C -0.54
35 C -0.95
36 C 1.04
37 C -0.59
38 C 0.96
39 C -1.10
40 C -0.72
41 C 0.09
42 C -0.45
43 C -1.40
44 C 0.35
45 H 0.25
46 H 0.31
47 H 0.48
48 H 0.22
49 H 0.42
50 H 0.47
51 H 0.45
52 H 0.46
53 H 0.40
54 H 0.39
55 H 0.02
56 H 0.49
57 H 0.47
58 H 0.17
59 H 0.54
60 H 0.39
61 H 0.43
62 H 0.29
63 H 0.52
64 H 0.26
65 H 0.50
66 H 0.24
67 H 0.40
68 H 0.46
69 H 0.56
70 H 0.51
71 H 0.51
72 H 0.56
73 H 0.44
74 H 0.48
75 H 0.43
76 H 0.40


(3)
The following is a DFT calculation (ωB97M-V with the def2-TZVPD basis set) of C8H18N2 as an isolated structure at a distorted geometry.

Output
frontier orbital gap = 0.3425 Ha
energy relative to the best compared isomer or geometry (same formula, charge and spin) = 896.3 kJ/mol
DFT total energy = -11559.112 eV
LUMO energy = 0.75 eV
charge = 0

Geometry as XYZ:
```
28
C8H18N2, DFT ωB97M-V with the def2-TZVPD basis set
N -2.4782 1.9183 0.2468
N -0.1754 -0.3644 -0.3666
C -1.3452 -0.4533 0.5402
C 2.0474 -0.0929 -1.0415
C 1.6840 -0.2127 1.3491
C -1.5645 -1.9019 0.2917
C 1.0888 0.2568 0.0668
C 1.2345 1.7580 0.0553
C -2.3858 0.3586 -0.2927
C -0.1678 -1.7798 -0.4301
H -0.9682 1.8545 0.0229
H 0.3322 2.3469 0.5695
H -1.2302 0.0838 1.3917
H 1.1440 2.2027 -0.9579
H 2.1514 2.2360 0.4578
H -2.4685 -2.2867 -0.2245
H -2.9783 2.5954 -0.9422
H 2.7812 0.6432 -0.9722
H 2.6769 0.0622 1.2552
H 1.1974 0.1974 2.2461
H 1.6372 -0.1538 -2.2054
H -1.9479 0.3636 -1.4329
H 1.8683 -1.3095 1.6076
H 0.6319 -2.1270 0.3443
H 0.0688 -2.3370 -1.4449
H -1.5550 -2.5239 1.1501
H -3.5880 -0.1979 -0.2892
H 2.3089 -1.1369 -0.9953
```

Partial atomic charges computed with the Mulliken method, in multiples of e:
1 N -0.63
2 N 0.12
3 C 0.01
4 C -1.96
5 C -1.73
6 C -0.98
7 C 1.65
8 C -1.81
9 C -0.52
10 C -0.42
11 H 0.11
12 H 0.46
13 H 0.63
14 H 0.47
15 H 0.39
16 H 0.32
17 H 0.26
18 H 0.53
19 H 0.54
20 H 0.33
21 H 0.28
22 H 0.23
23 H 0.35
24 H 0.16
25 H 0.24
26 H 0.29
27 H 0.22
28 H 0.47


(4)
The following is a DFT calculation (ωB97M-V with the def2-TZVPD basis set) of C9H9NO4V as an isolated structure at a distorted geometry.

Output
spin multiplicity = 3
frontier orbital gap (alpha / beta) = 0.1824 / 0.2202 Ha
DFT total energy = -44809.521 eV
LUMO energy (alpha / beta) = -16.45 / -15.88 eV
expectation value of S² = 2.0843
charge = +3

Geometry as XYZ:
```
24
C9H9NO4V, DFT ωB97M-V with the def2-TZVPD basis set
V 0.1002 -0.6687 -0.7509
O 0.2941 -2.8024 1.5609
O 3.1278 0.0500 -0.1671
O -0.0205 1.6614 -2.8530
O -3.0375 -0.8788 -0.6742
N -0.3682 0.8910 0.4022
C 0.0621 0.6797 -2.2385
C -1.8739 -0.9152 -0.7912
C 0.1995 -1.9107 0.8182
C 1.9842 -0.0945 -0.2507
C 0.1447 -3.1249 -3.1032
C -0.4013 2.8644 3.6749
C -0.4196 1.5681 1.3396
C 1.4722 -2.9482 -3.0183
C -0.9003 2.6536 2.1772
H -0.5782 3.5580 1.5892
H 2.0810 -3.5113 -2.2885
H -0.3781 -3.8385 -2.4453
H 0.6736 3.1007 3.8261
H -0.9510 3.7865 3.9303
H 1.9969 -2.1761 -3.6084
H -0.4799 -2.5065 -3.7682
H -2.0093 2.4519 2.2126
H -0.7184 2.1104 4.4264
```

Partial atomic charges computed with the Mulliken method, in multiples of e:
1 V -0.27
2 O -0.04
3 O -0.01
4 O -0.04
5 O -0.03
6 N -0.09
7 C 0.62
8 C 0.55
9 C 0.67
10 C 0.53
11 C -0.51
12 C -0.99
13 C 0.10
14 C -0.46
15 C -0.19
16 H 0.33
17 H 0.35
18 H 0.36
19 H 0.37
20 H 0.32
21 H 0.36
22 H 0.37
23 H 0.33
24 H 0.37


(5)
The following is a DFT calculation (ωB97M-V with the def2-TZVPD basis set) of an isolated ion of composition C4H6N and charge +1 at a distorted geometry.

Output
frontier orbital gap (alpha / beta) = 0.3156 / 0.3156 Ha
energy relative to the best compared isomer or geometry (same formula, charge and spin) = 219.0 kJ/mol
SMILES = C#[N+]/C=C/C
DFT total energy = -5724.531 eV
LUMO energy (alpha / beta) = -5.67 / -5.67 eV
charge = +1

Geometry as XYZ:
```
11
C4H6N, DFT ωB97M-V with the def2-TZVPD basis set
N 1.9851 -0.4732 -0.9995
C -0.1222 0.4123 -0.1302
C 1.0220 -0.6163 -0.0783
C 2.8840 -0.5021 -1.7272
C -1.3498 0.2189 0.6813
H 1.1852 -1.2399 0.6820
H -2.1796 -0.4676 0.0894
H -1.9649 1.0885 0.7648
H -1.2992 -0.2724 1.6950
H 3.7901 -0.3206 -2.2724
H 0.0848 1.0106 -1.0633
```

Partial atomic charges computed with the Mulliken method, in multiples of e:
1 N -0.02
2 C 0.07
3 C -0.26
4 C 0.07
5 C -1.01
6 H 0.46
7 H 0.28
8 H 0.35
9 H 0.33
10 H 0.43
11 H 0.29


(6)
The following is a DFT calculation (ωB97M-V with the def2-TZVPD basis set) of one molecule with the formula C20H24N2O4.

Output
frontier orbital gap = 0.3163 Ha
energy relative to the best compared isomer or geometry (same formula, charge and spin) = 32.6 kJ/mol
SMILES = O=C(COC(=O)c1cc(=O)[nH]c2ccccc12)NC1CCCCCCC1
DFT total energy = -32301.436 eV
LUMO energy = 0.17 eV
charge = 0

Geometry as XYZ:
```
50
C20H24N2O4, DFT ωB97M-V with the def2-TZVPD basis set
O 6.9252 2.3602 -0.8933
O 1.9721 2.1122 0.7557
O 0.4089 0.1034 1.6672
O 1.4636 0.7992 -0.9894
N -1.4644 1.0953 0.8868
N 6.3757 0.2379 -0.3668
C 3.2277 -1.4524 0.4648
C 2.2689 1.2340 -0.2072
C 4.1235 -0.4488 0.0759
C 0.5882 2.3779 0.9011
C 4.6338 1.8510 -0.5248
C -5.5646 0.4063 -0.3607
C 3.6831 -2.7253 0.7190
C -5.1131 -0.9390 -0.9233
C -2.3173 -0.0766 1.0296
C 5.0387 -3.0252 0.5963
C -4.5098 1.2004 0.4153
C -2.1674 -0.9880 -0.2011
C 6.0552 1.5573 -0.6169
C -0.1576 1.0593 1.1858
C -4.0234 -0.8873 -1.9925
C -3.7243 0.3726 1.4418
C 5.4966 -0.7514 -0.0232
C 5.9409 -2.0505 0.2342
C 3.7256 0.9016 -0.2110
C -2.6367 -0.4133 -1.5418
H -3.9196 -1.9000 -2.3912
H 6.9942 -2.2763 0.1508
H 7.3598 0.0045 -0.4352
H 5.3866 -4.0279 0.7946
H 4.3438 2.8680 -0.7374
H -2.6680 -1.9362 -0.0045
H -4.7927 -1.5866 -0.1077
H 2.9897 -3.4955 1.0188
H -6.4080 0.2145 0.3084
H 2.1825 -1.2119 0.5790
H -5.9899 -1.4126 -1.3740
H -1.0985 -1.2004 -0.2708
H -1.8517 1.8995 0.4216
H -1.8930 -0.6354 1.8742
H -4.3040 -0.5075 1.7200
H -4.3589 -0.2499 -2.8142
H -1.9273 -0.7202 -2.3135
H -3.8310 1.6843 -0.2847
H -2.5952 0.6740 -1.5157
H 0.1984 2.8513 -0.0066
H -5.9343 1.0303 -1.1780
H 0.5008 3.0536 1.7537
H -5.0343 2.0029 0.9404
H -3.5983 0.9666 2.3507
```

Partial atomic charges computed with the Mulliken method, in multiples of e:
1 O -0.69
2 O -0.32
3 O -0.68
4 O -0.53
5 N 0.03
6 N -0.03
7 C -0.61
8 C 0.26
9 C 0.94
10 C -0.52
11 C -0.23
12 C -0.97
13 C -0.90
14 C -0.52
15 C -0.23
16 C -0.54
17 C -0.57
18 C -0.87
19 C -0.19
20 C 0.57
21 C -0.94
22 C -1.19
23 C 0.03
24 C -0.76
25 C 1.03
26 C -0.65
27 H 0.34
28 H 0.37
29 H 0.19
30 H 0.38
31 H 0.49
32 H 0.55
33 H 0.23
34 H 0.44
35 H 0.34
36 H 0.44
37 H 0.41
38 H 0.35
39 H 0.31
40 H 0.36
41 H 0.56
42 H 0.35
43 H 0.41
44 H 0.34
45 H 0.37
46 H 0.37
47 H 0.37
48 H 0.34
49 H 0.39
50 H 0.38


(7)
The following is a DFT calculation (ωB97M-V with the def2-TZVPD basis set) of one molecule with the formula C3H9N3O2 at a distorted geometry.

Output
frontier orbital gap = 0.3540 Ha
energy relative to the best compared isomer or geometry (same formula, charge and spin) = 392.4 kJ/mol
SMILES = C[C@]1(O)O[C@@H](N)N1N
DFT total energy = -11819.993 eV
LUMO energy = 0.96 eV
charge = 0

Geometry as XYZ:
```
17
C3H9N3O2, DFT ωB97M-V with the def2-TZVPD basis set
O 0.2801 -1.4226 0.5117
O -1.4091 -1.0683 -1.2253
N 0.2613 1.8486 -0.2858
N 2.4292 -0.9211 -0.2346
N 0.2308 0.4818 -0.6576
C -1.8429 0.0757 0.7879
C 1.2494 -0.4996 0.3302
C -0.8372 -0.3400 -0.2485
H -2.4983 0.8436 0.3739
H -0.1742 2.3957 -1.0201
H -0.7463 -1.1875 -1.9219
H 1.4299 0.2220 1.1406
H 2.3369 -1.5914 -0.9834
H 3.2959 -0.5375 0.1092
H -1.3418 0.4543 1.6766
H -0.2233 2.0377 0.5908
H -2.4404 -0.7914 1.0562
```

Partial atomic charges computed with the Mulliken method, in multiples of e:
1 O -0.57
2 O -0.48
3 N -0.61
4 N -0.37
5 N -0.23
6 C -1.44
7 C 0.14
8 C 0.98
9 H 0.36
10 H 0.25
11 H 0.34
12 H 0.27
13 H 0.21
14 H 0.23
15 H 0.38
16 H 0.23
17 H 0.34


(8)
The following is a DFT calculation (ωB97M-V with the def2-TZVPD basis set) of a 2-piece molecular cluster, C4H12N4 overall at a distorted geometry.

Output
frontier orbital gap (alpha / beta) = 0.1393 / 0.1807 Ha
energy relative to the best compared isomer or geometry (same formula, charge and spin) = 609.2 kJ/mol
DFT total energy = -10279.584 eV
LUMO energy (alpha / beta) = -12.16 / -11.59 eV
charge = +2

Geometry as XYZ:
```
20
C4H12N4, DFT ωB97M-V with the def2-TZVPD basis set
N 2.4331 0.1047 0.2037
N -0.8873 -0.9210 -0.3354
N 2.7619 -0.4437 1.3417
N 0.2589 -0.7132 0.2846
C -3.5067 0.7871 0.2482
C -4.7972 0.4662 0.1534
C 1.1718 0.0046 -0.3204
C 3.5029 0.2459 -0.6915
H -5.2033 -0.5806 0.1084
H 1.0611 0.5305 -1.3741
H -1.3864 -1.7354 0.0600
H -1.2324 -0.3385 -1.0741
H -5.5977 1.1979 0.0596
H 3.1648 0.5068 -1.6805
H 4.2835 0.9668 -0.5091
H 3.7707 -0.3445 1.5155
H -3.1146 1.8547 0.2570
H 2.1109 -0.9602 1.9637
H -2.7310 0.1383 0.4827
H 3.9370 -0.7666 -0.6933
```

Partial atomic charges computed with the Mulliken method, in multiples of e:
1 N 0.55
2 N -0.26
3 N -0.43
4 N -0.06
5 C -0.37
6 C -0.43
7 C 0.18
8 C -0.76
9 H 0.21
10 H 0.27
11 H 0.34
12 H 0.34
13 H 0.26
14 H 0.34
15 H 0.31
16 H 0.30
17 H 0.20
18 H 0.31
19 H 0.30
20 H 0.39